1.
Molecular formula: C5H7NOS
Method: DFT, the ωB97M-V functional and the def2-TZVPD basis

Output
HOMO energy ... -8.86 eV
LUMO level ... -1.15 eV
SMILES string ... C=C(NC=O)C(C)=S
ΔE to the lowest compared entry with this formula, charge and spin ... 317.6 kJ/mol
HOMO-LUMO gap ... 7.7 eV

Last column: natural (NBO) charge in e.
Geometry (Å):
C -2.42743 1.03622 0.12052  -0.684
C -1.23695 0.16078 -0.09787  -0.064
C 0.13215 0.62976 0.00865  0.064
C 0.30940 1.90101 -0.18074  -0.385
C 2.57347 0.02439 -0.02162  0.549
H -3.34889 0.34936 -0.14552  0.267
H -2.45087 2.04345 -0.45704  0.228
H -2.24178 1.27493 1.35663  0.242
H -0.20894 2.88293 0.13343  0.247
H 1.38272 2.10833 -0.33593  0.184
H 0.91278 -1.29753 0.33316  0.438
H 2.78627 1.05296 -0.01949  0.110
N 1.21994 -0.26129 0.21473  -0.642
O 3.40416 -0.79649 -0.02101  -0.538
S -1.79425 -1.42040 -0.07337  -0.016

2.
Molecular formula: C50H16BaCl5F4N12O
Method: DFT, the ωB97M-V functional and the def2-TZVPD basis

Output
HOMO energy ... -3.79 eV
LUMO level ... -0.95 eV
Net charge ... -1
ΔE to the lowest compared entry with this formula, charge and spin ... 210.5 kJ/mol
HOMO-LUMO gap ... 2.8 eV

Last column: Löwdin charge in e.
Geometry (Å):
Ba -0.35426 -0.37988 -0.61101  2.150
C 4.82005 3.62497 -1.48752  -0.059
C 4.79982 3.03213 -2.74134  -0.058
C 4.08108 1.85147 -2.97378  0.007
C 3.39591 1.32031 -1.91274  -0.099
C 2.58222 0.06523 -1.76127  -0.272
N 2.06070 0.03790 -0.50149  -0.074
C 2.53932 1.07013 0.22144  -0.238
N 2.41899 1.19692 1.53509  0.229
C 1.44757 0.61149 2.23716  -0.191
C 1.38326 0.47720 3.69469  -0.078
C 2.37955 0.70189 4.63965  -0.002
C 2.02931 0.59621 5.97109  -0.064
C 0.71710 0.26297 6.34324  -0.047
C -0.27433 0.03852 5.40298  0.011
C 0.07803 0.17005 4.06790  -0.066
C -0.75859 -0.02867 2.84976  -0.261
N -1.57965 -1.21890 2.88682  0.263
C -1.58480 -2.17751 2.06034  -0.240
N -0.75413 -2.34756 0.90843  -0.023
C -0.88140 -3.55719 0.46904  -0.230
N -0.13018 -4.22063 -0.51722  0.222
C 0.72151 -3.65335 -1.29367  -0.273
N 0.96656 -2.29827 -1.45749  -0.022
C 1.94982 -2.12196 -2.30072  -0.246
N 2.57962 -0.94286 -2.60534  0.219
C 2.42599 -3.44001 -2.82915  -0.104
C 3.43645 -3.76628 -3.70068  0.003
C 3.66528 -5.12779 -3.92583  -0.064
C 2.91068 -6.09666 -3.27510  -0.064
C 1.89606 -5.74464 -2.37674  0.000
C 1.67302 -4.40504 -2.18163  -0.115
C -1.90913 -4.30013 1.25822  -0.107
C -2.38355 -5.59343 1.16312  -0.008
C -3.37364 -5.97402 2.06456  -0.071
C -3.85980 -5.08220 3.02256  -0.065
C -3.36230 -3.78445 3.11800  0.005
C -2.38243 -3.42366 2.21821  -0.100
N 0.24840 0.23287 1.75033  -0.154
C 3.40323 1.92270 -0.66274  -0.096
C 4.11219 3.06933 -0.41426  0.007
H 5.38609 4.53516 -1.34021  0.106
H 5.35291 3.48944 -3.55153  0.106
H 4.05277 1.38405 -3.94972  0.121
H 3.38296 0.96604 4.33203  0.118
H 2.77069 0.77953 6.73831  0.104
H 0.47278 0.18648 7.39532  0.108
H -1.29247 -0.20044 5.68262  0.109
H 4.02262 -3.00113 -4.19249  0.118
H 4.44421 -5.43317 -4.61243  0.103
H 3.11496 -7.14258 -3.46551  0.103
H 1.31310 -6.49131 -1.85266  0.117
H -2.00045 -6.27570 0.41568  0.113
H -3.77580 -6.97799 2.02513  0.102
H -4.63525 -5.40872 3.70416  0.104
H -3.72820 -3.08064 3.85521  0.123
H 4.11424 3.52840 0.56571  0.121
Cl 0.35700 0.05332 -8.01078  0.648
C -0.14216 -0.21558 -6.37862  -0.720
C -0.25644 0.85429 -5.48935  -0.702
Cl 0.12142 2.45219 -6.01264  0.685
C -0.65349 0.63599 -4.17948  -0.578
Cl -0.68048 1.94609 -3.01629  0.708
C -0.99939 -0.65213 -3.70512  -0.525
O -1.38231 -0.81975 -2.47808  -0.540
C -0.84948 -1.71340 -4.61819  -0.597
Cl -1.22591 -3.30673 -4.04487  0.732
C -0.42712 -1.50095 -5.92499  -0.696
Cl -0.24493 -2.84947 -6.99589  0.660
F -2.76490 2.53495 -0.12826  0.066
C -2.84254 3.56224 0.75123  -0.163
C -2.96136 4.82758 0.22100  -0.157
F -2.92480 4.91311 -1.12244  0.082
C -3.11244 5.98218 0.99847  -0.069
C -3.19271 5.68261 2.36808  -0.156
C -3.08014 4.40937 2.88647  -0.165
F -3.12945 4.26723 4.22638  0.089
C -2.86057 3.29119 2.10714  -0.061
C -2.53708 1.94055 2.65014  -0.113
C -1.50139 1.21046 2.19595  -0.180
N -0.63359 1.27406 1.14518  -0.103
C -3.16394 1.41583 3.83281  -0.205
N -3.67088 0.97559 4.77175  0.143
F -3.38116 6.67464 3.25662  0.084
C -3.17747 7.31589 0.45324  -0.211
C -3.18515 8.48326 1.26983  -0.272
N -3.16147 9.46198 1.88828  0.094
C -3.21202 7.58147 -0.94801  -0.270
N -3.25234 7.85734 -2.07201  0.096

Across the entries above, E takes the values -722.7971 -5373.2944 hartree, respectively.